# 1
Here is C6H9NO as an isolated structure from OMol25. Energies are from ωB97M-V/def2-TZVPD.

Structure (ORCA input):
```
! RIJCOSX wB97M-V def2-TZVPD def2/J DEFGRID3
* xyz 0 1
C 1.6049 -0.1180 -0.3397
C 0.2855 0.7408 -0.0947
C -1.1113 1.4218 0.3003
C -1.9414 0.1308 -0.0935
C -1.2754 -1.0931 -0.4552
C 0.2369 -0.7854 0.0163
H 2.3458 -0.7965 1.4089
H 3.8216 -0.7181 -0.0609
H 1.9941 0.0264 -1.3007
H -0.0199 0.7690 -1.1142
H -1.5162 2.3978 -0.3000
H -1.2416 1.9485 1.5261
H -2.8682 0.2694 -0.6718
H -1.6028 -1.9038 -1.0145
H 0.5207 -1.0917 0.9949
N 2.7376 -0.1545 0.4569
O -1.9704 -1.0432 0.7415
*
```

Results
Energy above the lowest of the compared OMol25 structures with the same formula, charge and spin   208.4 kcal/mol
M   111.1 u
HOMO energy   -8.682 eV
DFT total energy   -9896.5660 eV
Max |F|   0.12232 Eh/bohr

These are the natural (NBO) partial charges, in e, on atoms 1 to 8: atom 1 (C): 0.037, atom 2 (C): -0.288, atom 3 (C): -0.412, atom 4 (C): 0.035, atom 5 (C): 0.061, atom 6 (C): -0.296, atom 7 (H): 0.354, atom 8 (H): 0.379


# 2
Here is an isolated molecule of C19H17N3O3 from OMol25. Energies are from ωB97M-V/def2-TZVPD.

Structure (ORCA input):
```
! RIJCOSX wB97M-V def2-TZVPD def2/J DEFGRID3
* xyz 0 1
C 3.5830 -2.9274 -0.6505
C 2.7492 -3.2614 -1.8838
O 1.7513 -4.2317 -1.6201
C 0.6012 -3.8722 -1.0048
C -0.3063 -4.9085 -0.7635
C -1.5186 -4.6533 -0.1606
C -1.8674 -3.3646 0.2125
C -0.9654 -2.3416 -0.0225
N -1.2886 -1.0056 0.3532
C -1.8285 -0.6733 1.5897
O -2.0784 -1.4510 2.4656
C -2.0323 0.8300 1.6181
C -1.4380 1.3469 0.3084
N -0.2429 2.1246 0.4934
C 0.9437 1.6686 1.0010
N 1.8772 2.5613 1.0428
C 1.3133 3.7036 0.5289
C 1.8569 4.9690 0.3396
C 1.0421 5.9405 -0.2013
C -0.2837 5.6751 -0.5501
C -0.8444 4.4267 -0.3703
C -0.0311 3.4453 0.1719
C -1.0748 0.0743 -0.4747
O -0.6532 0.0371 -1.5969
C 0.2663 -2.5792 -0.6176
H 4.0516 -3.8301 -0.2666
H 2.9660 -2.5017 0.1369
H 4.3565 -2.2121 -0.9154
H 3.3833 -3.7278 -2.6429
H 2.3036 -2.3574 -2.3152
H -0.0303 -5.9063 -1.0647
H -2.2080 -5.4637 0.0190
H -2.8147 -3.1621 0.6837
H -3.0986 1.0404 1.7094
H -1.5362 1.2494 2.4949
H -2.1411 1.9460 -0.2768
H 1.0645 0.6559 1.3380
H 2.8809 5.1683 0.6104
H 1.4330 6.9340 -0.3624
H -0.8847 6.4671 -0.9712
H -1.8710 4.2325 -0.6449
H 0.9338 -1.7500 -0.7829
*
```

Results
Energy above the lowest of the compared OMol25 structures with the same formula, charge and spin   6.9 kcal/mol
M   335.4 u
HOMO energy   -8.701 eV
DFT total energy   -30592.7659 eV
Max |F|   0.01492 Eh/bohr
SMILES   CCOc1cccc(N2C(=O)C[C@@H](n3cnc4ccccc43)C2=O)c1

These are the natural (NBO) partial charges, in e, on atoms 1 to 8: atom 1 (C): -0.637, atom 2 (C): -0.068, atom 3 (O): -0.506, atom 4 (C): 0.399, atom 5 (C): -0.274, atom 6 (C): -0.180, atom 7 (C): -0.260, atom 8 (C): 0.227


# 3
Here is an isolated molecule of C6H13N from OMol25. Energies are from ωB97M-V/def2-TZVPD.

Structure (ORCA input):
```
! RIJCOSX wB97M-V def2-TZVPD def2/J DEFGRID3
* xyz 0 1
C -1.1480 3.1194 0.1367
C -0.6174 1.9297 -0.1349
C 0.2073 1.1070 0.8932
C -0.5135 -0.3281 1.2248
C 0.3075 -1.5790 0.6917
N -0.1116 -1.7608 -0.7322
C 1.0046 -1.9457 -1.6137
H -1.7382 3.6852 -0.5403
H -0.6890 3.6400 0.9795
H -0.9577 1.2837 -0.9492
H 0.3554 1.6057 1.8502
H 1.1693 0.9123 0.3780
H -1.4140 -0.3992 0.5714
H -0.9440 -0.5892 2.1765
H 1.3871 -1.3270 0.7021
H 0.0895 -2.5606 1.0903
H -0.6238 -0.9636 -1.0809
H 1.6083 -2.8573 -1.3819
H 1.7454 -1.0999 -1.5416
H 0.8828 -1.8725 -2.7197
*
```

Results
Energy above the lowest of the compared OMol25 structures with the same formula, charge and spin   49.1 kcal/mol
M   99.2 u
HOMO energy   -8.714 eV
DFT total energy   -7920.7038 eV
Max |F|   0.05366 Eh/bohr
SMILES   C=CCCCNC

These are the natural (NBO) partial charges, in e, on atoms 1 to 8: atom 1 (C): -0.401, atom 2 (C): -0.159, atom 3 (C): -0.441, atom 4 (C): -0.410, atom 5 (C): -0.221, atom 6 (N): -0.632, atom 7 (C): -0.423, atom 8 (H): 0.203


# 4
Here is a 5-piece molecular cluster, C38H40BF13IN4O10S overall from OMol25. Energies are from ωB97M-V/def2-TZVPD.

Structure (ORCA input):
```
! RIJCOSX wB97M-V def2-TZVPD def2/J DEFGRID3
* xyz -1 1
C 1.6324 -3.8348 -1.6668
O 0.3874 -4.5128 -2.1107
C -0.6607 -3.5358 -2.4489
C -1.8895 -3.7537 -1.3849
C -1.5379 -2.9471 0.0319
C -1.9345 -1.3697 -0.2418
B -1.9137 -0.4217 1.0966
C -2.6004 1.0494 0.7277
C -0.4917 -0.3299 1.8970
C 0.8653 -0.4754 0.9938
C 1.4037 0.9693 0.3479
F 0.4081 2.0180 0.6451
F 2.6194 1.3157 1.1776
C 1.9036 0.8589 -1.1950
F 1.1477 -0.1183 -2.0435
F 3.3049 0.2915 -1.1355
C 2.1085 2.3278 -1.9725
F 3.0495 2.0013 -3.0622
F 2.9004 3.2118 -1.0339
C 0.7514 3.1137 -2.3213
F 0.6070 4.2066 -1.2817
F -0.5052 2.2925 -2.1313
S 0.5735 3.9588 -3.9573
F 0.9011 2.5821 -4.9004
F -1.1090 3.4803 -3.9809
F 0.0250 5.4006 -3.1318
F 2.1549 4.5796 -4.0066
F 0.2712 4.8039 -5.4272
C -2.9944 -1.1315 2.1678
C -3.8102 -0.0237 3.0786
O -3.2995 0.6965 4.0807
I -5.9360 0.3578 2.5927
H 1.5528 -3.4322 -0.5633
H 1.8834 -2.9304 -2.3865
H 2.4780 -4.6626 -1.6826
H -1.1271 -3.7081 -3.5338
H -0.2745 -2.4072 -2.4640
H -2.8536 -3.1972 -1.8159
H -2.1931 -4.8751 -1.2063
H -0.4317 -3.1193 0.3724
H -2.2205 -3.4677 0.8531
H -2.9956 -1.2334 -0.7461
H -1.1150 -0.9256 -0.9845
H -3.7245 0.9806 0.4092
H -2.4016 1.8612 1.5802
H -1.9800 1.4500 -0.2104
H -0.4759 -1.2469 2.6618
H -0.4938 0.6333 2.5934
H 1.7057 -0.8678 1.7479
H 0.8111 -1.3372 0.1694
H -3.8182 -1.6364 1.4675
H -2.5165 -2.0047 2.7836
C 3.9324 5.6059 0.4348
C 2.9332 6.4892 0.0231
C 2.6753 7.6468 0.7599
C 3.4307 7.9135 1.9101
C 4.4292 7.0245 2.3300
C 4.6760 5.8687 1.5865
N 3.1818 9.1414 2.6747
O 2.2772 9.8930 2.2818
O 3.8927 9.3583 3.6665
H 4.1335 4.7074 -0.1461
H 2.3568 6.2768 -0.8748
H 1.8933 8.3252 0.4258
H 5.0196 7.2166 3.2235
H 5.4510 5.1739 1.9025
C 5.9030 1.9106 5.2908
C 4.8762 1.8380 4.3482
C 4.0763 0.6962 4.2712
C 4.3117 -0.3700 5.1501
C 5.3468 -0.3029 6.0922
C 6.1419 0.8430 6.1578
N 3.4581 -1.5626 5.0912
O 2.5651 -1.5917 4.2313
O 3.6764 -2.4698 5.9068
H 6.5205 2.8052 5.3508
H 4.6972 2.6736 3.6749
H 3.2801 0.6552 3.5311
H 5.5437 -1.1251 6.7771
H 6.9460 0.9060 6.8877
C -6.3694 -7.3687 3.4204
C -5.0574 -7.0547 3.7786
C -4.4415 -5.9173 3.2528
C -5.1536 -5.0951 2.3686
C -6.4682 -5.4122 2.0013
C -7.0726 -6.5538 2.5315
N -4.5206 -3.8843 1.8324
O -3.3499 -3.6484 2.1663
O -5.1939 -3.1654 1.0801
H -6.8473 -8.2535 3.8373
H -4.5154 -7.6954 4.4708
H -3.4186 -5.6863 3.5419
H -7.0307 -4.7856 1.3123
H -8.0937 -6.8068 2.2549
C 0.1329 -0.0325 -7.7785
C -0.3702 0.2311 -6.5036
C -1.4246 -0.5305 -5.9961
C -1.9671 -1.5614 -6.7757
C -1.4690 -1.8232 -8.0590
C -0.4162 -1.0530 -8.5569
N -3.0586 -2.3822 -6.2378
O -3.4844 -2.1070 -5.1061
O -3.4890 -3.3053 -6.9439
H 0.9589 0.5603 -8.1677
H 0.0620 1.0290 -5.9036
H -1.8054 -0.3126 -5.0007
H -1.8839 -2.6170 -8.6767
H -0.0205 -1.2504 -9.5507
*
```

Results
Energy above the lowest of the compared OMol25 structures with the same formula, charge and spin   279.1 kcal/mol
M   1129.5 u
HOMO energy   -5.499 eV
DFT total energy   -121407.0943 eV
Max |F|   0.16413 Eh/bohr

These are the Mulliken partial charges, in e, on atoms 1 to 8: atom 1 (C): -0.220, atom 2 (O): -0.431, atom 3 (C): 0.446, atom 4 (C): -0.825, atom 5 (C): 0.747, atom 6 (C): -0.017, atom 7 (B): 0.890, atom 8 (C): -0.388